(1)
Entry from the OMol25 dataset: a molecular structure, C3H4O3 in a non-equilibrium geometry (wB97M-V/def2-TZVPD).

* ΔE to the lowest compared entry with this formula, charge and spin: 2.229 eV
* LUMO level: 0.63 eV
* 2S+1: 1
* Kohn-Sham gap: 0.361 Ha
* HOMO: -9.2 eV
* total energy: -9316.4720 eV
* strongest force on any atom: 3.92 eV/A

Last column: Mulliken charge in e.
Cartesian coordinates (Å):
C: 1.820 0.060 0.254  0.368
C: 0.506 -1.377 -0.272  0.594
C: 0.086 -1.054 -1.662  -0.834
O: 1.726 0.899 -0.583  -0.491
O: 0.248 -2.273 0.475  -0.427
O: 2.768 0.122 1.269  -0.462
H: 0.659 -0.391 -2.256  0.343
H: -0.941 -0.739 -1.589  0.255
H: 0.061 -2.085 -2.132  0.296
H: 3.294 0.967 1.363  0.358

***

(2)
Entry from the OMol25 dataset: 2 unconnected molecules or ions with the total composition CH6O2 in a non-equilibrium geometry (wB97M-V/def2-TZVPD).

* ΔE to the lowest compared entry with this formula, charge and spin: 0.280 eV
* LUMO level: 0.51 eV
* 2S+1: 1
* Kohn-Sham gap: 0.377 Ha
* HOMO: -9.7 eV
* total energy: -5228.6102 eV
* strongest force on any atom: 2.44 eV/A
* SMILES: CO.O

Last column: Mulliken charge in e.
Cartesian coordinates (Å):
C: 1.265 0.063 0.976  -0.478
O: 0.303 -0.943 0.463  -0.504
H: 1.030 0.240 2.019  0.188
H: 2.196 -0.466 0.910  0.182
H: 1.144 0.959 0.364  0.284
H: -0.191 -0.396 -0.188  0.362
O: -1.417 0.654 -1.197  -0.662
H: -1.069 0.525 -2.086  0.318
H: -2.060 1.364 -1.300  0.309

***

(3)
Entry from the OMol25 dataset: a molecular structure, C6H19N6O4Tl in a non-equilibrium geometry (wB97M-V/def2-TZVPD).

* ΔE to the lowest compared entry with this formula, charge and spin: 0.986 eV
* LUMO level (spin up / spin down): -14.80 / -14.50 eV
* ⟨S²⟩: 1.7809
* 2S+1: 2
* Kohn-Sham gap (spin up / spin down): 0.135 / 0.124 Ha
* HOMO (spin up / spin down): -18.5 / -17.9 eV
* total energy: -28321.6799 eV
* strongest force on any atom: 5.18 eV/A
* net charge: +3

Last column: Mulliken charge in e.
Cartesian coordinates (Å):
Tl: -1.360 -0.432 -0.937  1.045
C: -0.531 2.465 3.490  -1.378
C: -0.656 1.255 2.659  0.816
C: -1.779 0.358 3.250  -1.228
O: -0.943 1.540 1.279  -0.136
H: 0.163 3.155 3.009  0.366
H: -0.257 2.252 4.523  0.417
H: -1.478 2.999 3.570  0.363
H: 0.325 0.781 2.701  0.152
H: -1.686 -0.639 2.818  0.313
H: -2.761 0.763 3.008  0.397
H: -1.760 0.321 4.339  0.388
C: 0.808 -3.666 -2.012  0.770
O: 0.058 -2.699 -1.979  -0.429
N: 1.949 -3.885 -2.597  -0.287
N: 0.396 -4.824 -1.547  -0.098
H: 2.404 -3.166 -3.142  0.274
H: 2.333 -4.819 -2.572  0.198
H: 1.037 -5.583 -1.729  0.250
H: -0.470 -4.890 -1.031  0.280
C: -2.652 2.889 -2.401  0.777
O: -2.723 1.691 -2.338  -0.467
N: -1.554 3.582 -2.612  -0.366
N: -3.614 3.685 -2.207  -0.356
H: -1.522 4.571 -2.413  0.221
H: -0.719 3.045 -2.802  0.201
H: -4.528 3.259 -2.143  0.271
H: -3.476 4.647 -2.485  0.215
C: 2.560 -1.048 0.210  0.638
O: 1.361 -0.931 0.061  -0.595
N: 3.481 -0.355 -0.419  -0.411
N: 3.165 -1.822 1.049  -0.384
H: 3.146 0.358 -1.051  0.215
H: 4.439 -0.491 -0.132  0.175
H: 2.678 -2.499 1.618  0.223
H: 4.170 -1.868 0.967  0.169

***

(4)
Entry from the OMol25 dataset: CH3IO3S2 in the gas phase in a non-equilibrium geometry (wB97M-V/def2-TZVPD).

* ΔE to the lowest compared entry with this formula, charge and spin: 0.236 eV
* LUMO level: -1.21 eV
* 2S+1: 1
* Kohn-Sham gap: 0.319 Ha
* HOMO: -9.9 eV
* total energy: -36997.2944 eV
* strongest force on any atom: 3.82 eV/A

Last column: Mulliken charge in e.
Cartesian coordinates (Å):
C: -1.284 -0.012 -0.530  -0.775
O: 0.769 1.995 -0.224  -0.475
O: 0.735 -1.627 -0.244  -0.555
O: -0.426 -1.041 1.863  -0.597
S: 1.368 1.144 0.761  0.285
S: 0.043 -0.640 0.567  1.042
I: 3.304 0.022 -0.207  0.108
H: -1.028 0.967 -0.772  0.368
H: -1.288 -0.660 -1.342  0.298
H: -2.192 -0.147 0.127  0.300

***

(5)
Entry from the OMol25 dataset: C4H9N7 in the gas phase in a non-equilibrium geometry (wB97M-V/def2-TZVPD).

* ΔE to the lowest compared entry with this formula, charge and spin: 4.510 eV
* LUMO level: 0.69 eV
* 2S+1: 1
* Kohn-Sham gap: 0.347 Ha
* HOMO: -8.7 eV
* total energy: -14719.4869 eV
* strongest force on any atom: 4.30 eV/A
* SMILES: CC1(C)N=NN[C@@]12N=NNN2

Last column: Mulliken charge in e.
Cartesian coordinates (Å):
C: -1.197 -1.064 -0.875  -2.138
C: -0.869 0.041 0.094  1.649
C: -1.358 -0.272 1.513  -1.546
N: -1.646 1.313 -0.187  -0.307
N: -0.900 2.273 -0.205  -0.533
N: 0.462 1.962 -0.023  -0.059
C: 0.570 0.498 0.079  0.513
N: 1.342 0.164 1.212  -0.046
N: 2.455 -0.329 0.914  -0.616
N: 2.630 -0.398 -0.427  0.110
N: 1.560 0.046 -1.192  -0.528
H: -2.099 -1.665 -0.576  0.351
H: -0.385 -1.683 -0.917  0.515
H: -1.546 -0.772 -1.766  0.508
H: -1.034 0.637 2.047  0.397
H: -0.963 -1.220 1.985  0.308
H: -2.360 -0.466 1.579  0.492
H: 0.985 2.622 -0.569  0.327
H: 3.282 -0.920 -0.998  0.265
H: 1.072 -0.768 -1.689  0.337

***

(6)
Entry from the OMol25 dataset: a molecular structure, C38H78N7O5 in a non-equilibrium geometry (wB97M-V/def2-TZVPD).

* ΔE to the lowest compared entry with this formula, charge and spin: 30.161 eV
* LUMO level: -13.22 eV
* 2S+1: 1
* Kohn-Sham gap: 0.248 Ha
* HOMO: -20.0 eV
* total energy: -61256.2024 eV
* strongest force on any atom: 17.50 eV/A
* net charge: +5

Last column: Mulliken charge in e.
Cartesian coordinates (Å):
N: 0.056 0.499 0.324  -0.934
O: -1.049 0.938 0.493  -0.263
O: 0.938 1.005 0.993  -0.184
O: 0.346 -0.473 -0.415  -0.449
C: -1.937 1.153 2.750  -1.405
C: -1.831 2.490 2.047  1.497
C: -2.832 3.601 2.540  -1.110
O: -2.669 4.824 1.858  -0.383
C: -3.509 5.881 2.121  -0.892
N: -0.361 2.996 2.115  0.296
H: -0.233 3.737 1.441  0.732
H: -0.148 3.221 3.077  0.482
H: 0.324 2.304 1.850  -1.123
H: -2.855 0.653 2.440  -0.001
H: -2.009 1.374 3.815  0.677
H: -1.047 0.525 2.708  0.838
H: -2.071 2.246 1.012  0.787
H: -2.766 3.882 3.591  0.559
H: -3.875 3.298 2.450  0.569
H: -3.087 6.706 2.695  0.346
H: -4.447 5.799 2.670  0.365
H: -3.854 6.427 1.242  0.308
C: -0.950 -5.209 2.777  -1.369
C: -0.775 -4.693 1.291  0.094
C: -1.056 -3.186 1.004  -0.615
O: -0.103 -2.525 1.835  -0.345
C: -0.335 -1.161 1.972  -0.251
N: 0.693 -4.858 0.891  -0.012
H: 1.114 -4.002 1.221  -0.817
H: 1.250 -5.510 1.424  0.470
H: 0.801 -5.005 -0.102  0.346
H: -1.993 -5.150 3.089  0.418
H: -0.381 -4.649 3.519  0.319
H: -0.475 -6.181 2.906  0.456
H: -1.255 -5.272 0.502  0.494
H: -2.085 -2.879 1.186  0.674
H: -0.975 -2.888 -0.042  0.422
H: -0.175 -1.032 3.043  1.121
H: -1.158 -0.584 1.551  0.143
H: 0.497 -0.587 1.563  -0.808
C: 3.666 -3.914 0.975  -1.427
C: 2.803 -2.683 1.348  0.446
C: 3.794 -1.746 2.067  -1.724
N: 3.325 -0.236 2.242  0.335
C: 3.397 0.534 0.844  0.495
C: 3.305 2.062 1.013  0.188
C: 4.243 2.652 2.138  -1.184
C: 4.118 1.956 3.473  -0.778
C: 4.269 0.438 3.249  -0.607
C: 1.852 -0.080 2.631  -0.471
H: 4.501 -3.548 0.378  0.456
H: 3.032 -4.743 0.662  0.249
H: 4.249 -4.314 1.805  0.430
H: 2.152 -3.016 2.156  0.844
H: 2.477 -2.168 0.445  -0.083
H: 4.801 -1.752 1.651  0.626
H: 4.013 -2.186 3.040  0.608
H: 4.310 0.159 0.382  0.850
H: 2.519 0.258 0.260  -0.672
H: 3.572 2.585 0.095  0.851
H: 2.254 2.339 1.101  0.129
H: 5.266 2.584 1.767  0.487
H: 3.931 3.690 2.253  0.320
H: 4.924 2.323 4.108  0.512
H: 3.158 2.039 3.983  0.255
H: 5.284 0.096 3.048  0.584
H: 4.044 0.229 4.295  0.219
H: 1.751 -0.543 3.613  0.777
H: 1.231 -0.571 1.882  -0.097
H: 1.624 0.984 2.575  0.020
C: -5.061 1.451 -3.727  -1.289
C: -4.357 1.998 -2.502  -0.707
C: -3.093 1.297 -1.976  0.373
N: -3.350 0.134 -0.893  -0.047
C: -4.655 -0.682 -1.119  -0.497
C: -4.629 -2.068 -0.499  -0.832
C: -3.352 -2.825 -0.742  -1.473
C: -2.095 -2.025 -0.341  0.429
C: -2.065 -0.703 -1.094  -0.793
C: -3.270 0.719 0.420  -0.657
H: -5.959 2.042 -3.911  0.444
H: -5.281 0.384 -3.704  0.328
H: -4.468 1.589 -4.630  0.353
H: -5.070 2.165 -1.696  0.367
H: -3.957 3.007 -2.602  0.554
H: -2.467 1.950 -1.369  -0.087
H: -2.602 0.894 -2.862  0.044
H: -4.509 -0.737 -2.198  0.268
H: -5.472 0.004 -0.896  0.390
H: -5.450 -2.658 -0.906  0.578
H: -4.737 -1.989 0.583  0.471
H: -3.355 -3.123 -1.791  0.493
H: -3.335 -3.835 -0.333  0.480
H: -1.192 -2.602 -0.540  -0.211
H: -2.053 -1.830 0.731  0.054
H: -1.909 -1.000 -2.131  0.795
H: -1.203 -0.050 -0.964  0.281
H: -2.276 1.007 0.761  -2.430
H: -3.735 0.081 1.172  0.948
H: -3.914 1.597 0.380  0.698
C: 2.632 4.473 -0.424  -0.603
N: 2.385 3.250 -1.249  0.101
C: 1.675 2.160 -0.859  0.369
C: 1.367 1.159 -1.708  0.685
C: 1.878 1.153 -2.985  0.534
C: 2.590 2.308 -3.392  -0.549
C: 2.852 3.336 -2.488  -0.870
C: 1.652 0.071 -3.929  0.374
C: 0.311 -0.313 -4.375  -0.924
C: 0.304 -1.482 -5.169  -0.183
N: 1.359 -2.238 -5.392  -0.025
C: 2.583 -1.855 -5.012  -0.659
C: 2.706 -0.693 -4.358  -0.488
C: 1.139 -3.571 -6.024  -0.881
H: 2.581 4.062 0.584  0.123
H: 1.897 5.216 -0.733  0.374
H: 3.614 4.946 -0.427  0.332
H: 1.428 2.194 0.192  -0.177
H: 0.733 0.380 -1.311  -0.436
H: 2.969 2.183 -4.395  0.653
H: 3.396 4.193 -2.858  0.531
H: -0.601 0.208 -4.121  0.728
H: -0.703 -1.789 -5.411  0.405
H: 3.326 -2.631 -5.128  0.545
H: 3.716 -0.508 -4.025  0.535
H: 0.134 -3.618 -6.444  0.342
H: 1.425 -4.368 -5.338  0.341
H: 1.937 -3.566 -6.766  0.413

***

(7)
Entry from the OMol25 dataset: 2 unconnected molecules or ions with the total composition C5H10O in a non-equilibrium geometry (wB97M-V/def2-TZVPD).

* ΔE to the lowest compared entry with this formula, charge and spin: 3.158 eV
* LUMO level: 0.61 eV
* 2S+1: 1
* Kohn-Sham gap: 0.310 Ha
* HOMO: -7.8 eV
* total energy: -7391.6073 eV
* strongest force on any atom: 2.04 eV/A
* SMILES: C=C/C=C/C.O

Last column: Mulliken charge in e.
Cartesian coordinates (Å):
C: -2.319 -0.382 -0.709  -0.754
C: -1.575 -0.114 0.385  -0.184
C: -0.142 0.162 0.513  -0.098
C: 0.469 0.107 1.699  -0.181
C: 1.868 -0.352 2.014  -1.072
H: -3.118 -1.090 -0.501  0.234
H: -2.673 0.332 -1.449  0.258
H: -2.049 -0.353 1.335  0.254
H: 0.380 0.224 -0.437  0.340
H: -0.050 0.286 2.638  0.299
H: 2.280 -1.189 1.453  0.302
H: 2.613 0.455 1.966  0.273
H: 1.902 -0.712 3.037  0.328
O: 0.515 0.884 -3.703  -0.614
H: 1.455 0.716 -3.587  0.310
H: 0.444 1.026 -4.653  0.304

***

> Which of these has the highest total energy?

CH6O2